{
  "formula": "C53H58N3O2",
  "method": "wB97M-V/def2-TZVPD",
  "elements": ["C", "C", "C", "C", "C", "C", "C", "C", "C", "C", "C", "C", "N", "N", "N", "C", "C", "C", "C", "C", "C", "C", "C", "C", "C", "C", "C", "C", "C", "C", "C", "C", "C", "C", "C", "C", "H", "H", "H", "H", "H", "H", "H", "H", "H", "H", "H", "H", "H", "H", "H", "H", "H", "H", "H", "H", "H", "H", "H", "H", "H", "H", "H", "H", "H", "H", "H", "H", "H", "H", "H", "H", "H", "H", "H", "H", "H", "C", "O", "C", "C", "C", "C", "C", "C", "C", "C", "C", "O", "C", "C", "C", "C", "C", "C", "C", "C", "C", "C", "H", "H", "H", "H", "H", "H", "H", "H", "H", "H", "H", "H", "H", "H", "H", "H", "H"],
  "positions_angstrom": [[4.326, -3.033, -3.134], [4.505, -2.495, -1.718], [5.983, -2.413, -1.337], [3.682, -3.310, -0.724], [4.244, -4.418, -0.095], [3.483, -5.219, 0.765], [2.133, -4.942, 0.946], [1.527, -3.878, 0.273], [0.004, -3.774, 0.327], [-0.471, -3.394, 1.725], [-0.678, -5.054, -0.166], [2.328, -2.999, -0.477], [1.733, -1.849, -1.123], [1.598, -1.896, -2.470], [0.818, -0.842, -2.791], [0.122, -0.747, -4.061], [-1.273, -0.940, -4.088], [-1.962, -1.697, -2.954], [-1.754, -3.199, -3.098], [-3.431, -1.325, -2.799], [-1.979, -0.494, -5.202], [-1.306, -0.004, -6.322], [0.086, 0.042, -6.333], [0.818, -0.367, -5.215], [2.343, -0.397, -5.275], [2.909, 0.959, -5.695], [2.830, -1.525, -6.191], [0.424, -0.160, -1.646], [-0.374, 1.034, -1.793], [-1.613, 1.221, -1.140], [-2.436, 2.282, -1.517], [-1.992, 3.211, -2.468], [-0.715, 3.092, -3.027], [0.095, 2.022, -2.686], [0.968, -0.790, -0.551], [0.779, -0.428, 0.786], [3.258, -3.021, -3.384], [4.864, -2.417, -3.865], [4.706, -4.062, -3.212], [4.097, -1.477, -1.705], [6.087, -2.113, -0.292], [6.497, -3.370, -1.485], [6.486, -1.659, -1.950], [5.297, -4.653, -0.258], [3.956, -6.054, 1.286], [1.531, -5.568, 1.608], [-0.291, -2.973, -0.356], [-0.033, -2.431, 2.006], [-1.564, -3.292, 1.740], [-0.169, -4.152, 2.461], [-0.351, -5.290, -1.186], [-0.432, -5.910, 0.476], [-1.767, -4.918, -0.182], [-1.468, -1.399, -2.022], [-0.684, -3.443, -3.120], [-2.212, -3.739, -2.261], [-2.196, -3.552, -4.039], [-3.544, -0.243, -2.670], [-4.005, -1.643, -3.677], [-3.851, -1.811, -1.909], [-3.070, -0.545, -5.209], [-1.874, 0.308, -7.197], [0.611, 0.403, -7.220], [2.675, -0.624, -4.255], [2.555, 1.747, -5.022], [4.005, 0.953, -5.661], [2.585, 1.217, -6.711], [2.374, -2.477, -5.895], [2.543, -1.330, -7.232], [3.919, -1.636, -6.135], [-1.918, 0.508, -0.366], [-3.421, 2.390, -1.061], [-2.641, 4.043, -2.751], [-0.343, 3.835, -3.738], [1.105, 1.908, -3.093], [-0.197, -0.054, 1.054], [1.558, -0.628, 1.508], [3.096, 4.572, 7.888], [3.687, 4.043, 6.675], [2.927, 3.269, 5.857], [3.506, 2.878, 4.618], [2.718, 2.331, 3.645], [1.318, 2.094, 3.843], [0.526, 1.687, 2.738], [-0.907, 1.820, 2.751], [-1.521, 2.677, 1.801], [-2.877, 2.919, 1.838], [-3.673, 2.335, 2.829], [-5.033, 2.625, 2.767], [-5.769, 2.969, 3.891], [-7.104, 3.307, 3.620], [-7.822, 4.033, 4.570], [-7.249, 4.314, 5.819], [-5.950, 3.889, 6.106], [-5.202, 3.177, 5.155], [-3.112, 1.438, 3.749], [-1.740, 1.222, 3.732], [0.777, 2.429, 5.129], [1.571, 2.955, 6.128], [3.896, 5.155, 8.348], [2.242, 5.228, 7.674], [2.790, 3.755, 8.556], [4.567, 3.057, 4.466], [3.144, 2.113, 2.662], [1.034, 1.583, 1.782], [-0.901, 3.200, 1.070], [-3.346, 3.569, 1.100], [-7.518, 3.047, 2.646], [-8.825, 4.387, 4.323], [-7.827, 4.852, 6.575], [-5.492, 4.107, 7.072], [-4.200, 2.820, 5.389], [-3.743, 0.934, 4.481], [-1.284, 0.606, 4.507], [-0.282, 2.327, 5.346], [1.148, 3.180, 7.109]],
  "mulliken_charge": [-1.0741, 0.9897, -1.9401, 0.4466, -0.5673, -1.4161, -0.4264, 0.7194, 2.4648, -1.4539, -1.6314, -0.7172, 1.4360, -0.4602, 1.8444, -0.3829, 0.1612, 2.7418, -1.4762, -1.9649, -0.7311, -1.5451, -0.2702, 0.1277, 1.2018, -1.3960, -1.6121, -1.4696, 0.4366, -0.3097, -1.1229, -0.8512, -0.8545, -0.1034, 1.6315, -1.5914, 0.1754, 0.3522, 0.3668, 0.1669, 0.4172, 0.3320, 0.4620, 0.2394, 0.3731, 0.3775, -1.5828, 0.2184, 0.4259, 0.3263, 0.3496, 0.3674, 0.3981, -1.1397, 0.2160, 0.3644, 0.4179, 0.4062, 0.4133, 0.4119, 0.3523, 0.4042, 0.3537, -0.2740, 0.2705, 0.4409, 0.3188, 0.3537, 0.3776, 0.4282, 0.6240, 0.7400, 0.4426, 0.4332, 0.4411, 0.0538, 0.5940, -0.7819, -0.3788, 0.8016, -0.7702, -0.5674, 0.8883, -0.6130, 0.5472, -0.6662, -0.5948, -0.0132, -0.4107, 0.7951, -0.5674, -0.3513, -0.5479, -0.6250, -0.3181, -0.5366, -0.6206, -0.5066, -0.8439, 0.2397, 0.3628, 0.3375, 0.4394, 0.4180, 0.5548, 0.3184, 0.6344, 0.3976, 0.3617, 0.3634, 0.3515, 0.3618, 0.7189, 0.9109, 0.4665, 0.4004],
  "fmax_ev_per_a": 2.98,
  "e_tot_ev": -64458.0056,
  "total_charge": 1,
  "e_above_lowest_kcal_mol": 10.94,
  "gap_ha": 0.1343,
  "e_lumo_ev": -4.775,
  "multiplicity": 1
}



{
  "formula": "C53H59N9O17P",
  "method": "wB97M-V/def2-TZVPD",
  "elements": ["C", "C", "O", "P", "C", "C", "C", "C", "C", "N", "N", "C", "C", "O", "C", "C", "O", "H", "H", "H", "H", "H", "H", "H", "H", "H", "H", "H", "H", "H", "H", "H", "H", "H", "H", "H", "H", "H", "H", "H", "H", "C", "C", "C", "C", "C", "C", "N", "O", "O", "H", "H", "H", "H", "H", "C", "C", "C", "C", "C", "C", "N", "O", "O", "H", "H", "H", "H", "H", "C", "C", "C", "C", "C", "C", "N", "O", "O", "H", "H", "H", "H", "H", "C", "C", "C", "C", "C", "C", "N", "O", "O", "H", "H", "H", "H", "H", "C", "C", "C", "C", "C", "C", "N", "O", "O", "H", "H", "H", "H", "H", "C", "C", "C", "C", "C", "C", "N", "O", "O", "H", "H", "H", "H", "H", "C", "C", "C", "C", "C", "C", "N", "O", "O", "H", "H", "H", "H", "H"],
  "positions_angstrom": [[-0.178, -4.151, -0.761], [-1.668, -4.063, -1.474], [-2.309, -2.724, -1.326], [-2.043, -1.818, -2.811], [-1.586, 0.016, -2.541], [-0.445, 0.027, -1.317], [1.080, 0.214, -1.898], [1.445, -0.737, -3.189], [3.028, -0.620, -3.625], [3.443, -1.591, -4.726], [-3.402, -2.110, -3.923], [-3.064, -1.819, -5.368], [-3.050, -0.352, -6.098], [-2.776, -2.892, -6.148], [-4.693, -1.470, -3.473], [-4.934, -0.576, -2.121], [-5.781, -1.701, -4.257], [0.404, -5.051, -1.287], [0.487, -3.194, -0.955], [-0.264, -4.443, 0.378], [-2.354, -4.910, -1.015], [-1.536, -4.351, -2.624], [-0.865, -2.441, -3.433], [-1.103, 0.552, -3.464], [-2.454, 0.700, -2.158], [-0.461, -0.986, -0.697], [-0.687, 0.888, -0.554], [1.839, 0.039, -0.998], [1.179, 1.350, -2.215], [1.172, -1.844, -2.878], [0.745, -0.431, -4.076], [3.321, 0.457, -4.017], [3.657, -0.927, -2.664], [4.355, -1.991, -4.391], [3.724, -1.018, -5.579], [-1.940, -0.135, -6.454], [-3.525, 0.518, -5.476], [-3.690, -0.456, -7.100], [-4.257, -0.899, -1.198], [-4.618, 0.548, -2.369], [-6.079, -0.495, -1.796], [-5.426, -8.837, 1.049], [-4.622, -8.506, -0.043], [-3.270, -8.213, 0.147], [-2.731, -8.259, 1.440], [-3.538, -8.582, 2.539], [-4.889, -8.871, 2.337], [-1.305, -7.977, 1.643], [-0.628, -7.676, 0.648], [-0.858, -8.060, 2.796], [-6.479, -9.070, 0.896], [-5.049, -8.480, -1.043], [-2.657, -7.958, -0.714], [-3.133, -8.617, 3.548], [-5.523, -9.126, 3.183], [-0.907, 2.278, -10.756], [-0.562, 0.927, -10.700], [0.486, 0.505, -9.879], [1.182, 1.449, -9.112], [0.844, 2.808, -9.173], [-0.204, 3.218, -9.999], [2.268, 1.009, -8.229], [2.550, -0.198, -8.217], [2.838, 1.869, -7.542], [-1.728, 2.602, -11.393], [-1.114, 0.201, -11.294], [0.742, -0.551, -9.847], [1.380, 3.552, -8.587], [-0.477, 4.270, -10.051], [1.702, -0.627, 4.376], [2.570, 0.457, 4.523], [2.592, 1.471, 3.563], [1.734, 1.391, 2.458], [0.868, 0.301, 2.303], [0.857, -0.709, 3.268], [1.735, 2.467, 1.459], [2.529, 3.405, 1.621], [0.939, 2.377, 0.513], [1.685, -1.412, 5.129], [3.227, 0.512, 5.388], [3.274, 2.308, 3.693], [0.201, 0.224, 1.448], [0.186, -1.558, 3.159], [-2.407, 5.526, 3.142], [-2.062, 4.175, 3.199], [-1.014, 3.753, 4.019], [-0.318, 4.697, 4.786], [-0.656, 6.056, 4.726], [-1.704, 6.466, 3.899], [0.768, 4.257, 5.670], [1.050, 3.049, 5.681], [1.338, 5.117, 6.357], [-3.228, 5.850, 2.505], [-2.614, 3.449, 2.605], [-0.758, 2.696, 4.052], [-0.120, 6.800, 5.312], [-1.977, 7.518, 3.848], [-3.970, -5.972, 5.223], [-4.475, -4.831, 5.848], [-4.042, -3.565, 5.450], [-3.102, -3.453, 4.416], [-2.588, -4.597, 3.792], [-3.026, -5.858, 4.201], [-2.662, -2.124, 3.975], [-3.126, -1.137, 4.565], [-1.856, -2.064, 3.036], [-4.314, -6.957, 5.534], [-5.209, -4.929, 6.645], [-4.445, -2.686, 5.947], [-1.854, -4.524, 2.991], [-2.635, -6.752, 3.720], [0.906, 6.226, 0.296], [0.084, 7.218, 0.833], [0.021, 8.476, 0.232], [0.787, 8.731, -0.914], [1.620, 7.739, -1.451], [1.676, 6.485, -0.839], [0.707, 10.044, -1.565], [-0.026, 10.900, -1.050], [1.374, 10.219, -2.596], [0.947, 5.244, 0.765], [-0.512, 7.008, 1.719], [-0.624, 9.238, 0.662], [2.223, 7.925, -2.337], [2.317, 5.708, -1.250], [9.150, 2.166, 4.695], [7.882, 2.748, 4.753], [6.832, 2.078, 5.382], [7.063, 0.821, 5.957], [8.332, 0.230, 5.894], [9.374, 0.909, 5.260], [5.969, 0.122, 6.642], [4.856, 0.669, 6.659], [6.221, -0.972, 7.166], [9.967, 2.695, 4.209], [7.715, 3.727, 4.309], [5.850, 2.546, 5.418], [8.524, -0.747, 6.332], [10.364, 0.460, 5.209]],
  "mulliken_charge": [-0.5746, -0.2502, -0.4323, -0.0124, -0.1233, -0.2555, -0.5264, 0.2406, -0.5379, -0.6073, 0.1645, 0.3322, -0.7995, -0.4940, 0.6680, -0.8206, -0.5099, 0.3396, 0.1574, 0.1202, 0.1961, 0.3706, 0.3183, 0.4310, 0.2699, -0.0512, 0.2395, 0.1870, 0.3122, -0.2657, 0.0870, 0.2924, 0.3235, 0.2697, 0.2504, 0.2661, 0.2590, 0.3509, 0.2713, 0.2544, 0.3393, -0.3851, -0.5644, -0.2816, -0.0174, -0.1037, -0.7650, 1.0446, -0.6185, -0.5749, 0.3882, 0.3931, 0.4801, 0.7244, 0.3801, -0.4109, -0.4656, -0.2577, 0.0023, -0.3108, -0.4401, 1.0236, -0.5798, -0.5922, 0.3887, 0.3936, 0.4428, 0.4327, 0.3805, -0.8110, -0.5138, -0.5165, -0.5384, 0.2621, -0.4978, 1.0823, -0.6241, -0.4801, 0.4376, 0.7417, 0.5850, 0.3746, 0.5388, -0.2975, -0.5380, -0.1989, -0.2394, -0.2572, -0.6588, 0.9789, -0.5470, -0.5935, 0.4008, 0.4130, 0.6374, 0.4682, 0.4125, -0.5223, -0.4380, -0.5629, -0.0465, -0.4276, 0.1370, 0.9802, -0.5996, -0.5149, 0.3975, 0.3809, 0.4543, 0.6344, -0.0098, -0.3964, 0.0472, -0.3897, -0.1612, -0.3781, -0.5840, 0.9615, -0.5801, -0.5823, 0.4930, 0.2253, 0.4518, 0.4364, 0.4380, -0.3815, -0.5193, -0.1514, 0.0547, -0.3813, -0.4332, 1.0274, -0.6618, -0.5790, 0.3684, 0.3727, 0.4628, 0.4314, 0.3679],
  "fmax_ev_per_a": 9.16,
  "e_tot_ev": -113392.4242,
  "total_charge": 1,
  "gap_ha": 0.2660,
  "e_lumo_ev": -4.037,
  "multiplicity": 1
}



{
  "formula": "C53H63F3N5",
  "method": "wB97M-V/def2-TZVPD",
  "elements": ["C", "C", "C", "C", "C", "C", "C", "C", "C", "C", "C", "C", "N", "N", "N", "C", "C", "C", "C", "C", "C", "C", "C", "C", "C", "C", "C", "C", "C", "C", "C", "C", "C", "F", "F", "F", "C", "C", "C", "C", "H", "H", "H", "H", "H", "H", "H", "H", "H", "H", "H", "H", "H", "H", "H", "H", "H", "H", "H", "H", "H", "H", "H", "H", "H", "H", "H", "H", "H", "H", "H", "H", "H", "H", "H", "H", "H", "H", "H", "H", "C", "N", "C", "C", "C", "C", "C", "C", "C", "C", "C", "C", "C", "C", "N", "C", "C", "C", "C", "C", "C", "H", "H", "H", "H", "H", "H", "H", "H", "H", "H", "H", "H", "H", "H", "H", "H", "H", "H", "H", "H", "H", "H", "H"],
  "positions_angstrom": [[-4.052, -0.280, -1.179], [-4.084, -1.171, 0.059], [-4.721, -2.521, -0.272], [-4.777, -0.452, 1.222], [-6.157, -0.289, 1.167], [-6.860, 0.275, 2.228], [-6.181, 0.630, 3.389], [-4.804, 0.448, 3.495], [-4.109, 0.618, 4.849], [-4.957, 0.104, 6.021], [-3.709, 2.068, 5.073], [-4.097, 0.022, 2.355], [-2.685, -0.228, 2.449], [-2.332, -1.537, 2.493], [-0.993, -1.543, 2.647], [-0.351, -2.765, 3.086], [-0.210, -3.833, 2.176], [-0.809, -3.778, 0.771], [-1.688, -4.988, 0.474], [0.274, -3.633, -0.301], [0.530, -4.954, 2.566], [1.102, -5.025, 3.837], [0.861, -4.012, 4.764], [0.083, -2.902, 4.424], [-0.314, -1.908, 5.511], [0.858, -1.013, 5.898], [-0.901, -2.622, 6.732], [-0.482, -0.261, 2.575], [0.924, -0.001, 2.545], [1.338, 1.304, 2.875], [2.652, 1.704, 2.742], [3.597, 0.765, 2.372], [4.993, 1.281, 2.251], [5.892, 0.328, 1.914], [5.068, 2.269, 1.305], [5.413, 1.840, 3.429], [3.264, -0.568, 2.118], [1.929, -0.950, 2.182], [-1.554, 0.614, 2.470], [-1.538, 2.013, 2.292], [-3.574, 0.679, -0.948], [-3.489, -0.772, -1.982], [-5.074, -0.083, -1.533], [-3.057, -1.374, 0.373], [-4.704, -3.187, 0.597], [-5.761, -2.398, -0.599], [-4.160, -3.005, -1.082], [-6.694, -0.627, 0.278], [-7.938, 0.428, 2.152], [-6.741, 1.022, 4.240], [-3.198, 0.007, 4.816], [-5.311, -0.916, 5.834], [-4.359, 0.083, 6.941], [-5.827, 0.747, 6.203], [-3.026, 2.397, 4.285], [-4.601, 2.708, 5.055], [-3.203, 2.184, 6.038], [-1.447, -2.884, 0.751], [-2.487, -5.074, 1.215], [-2.141, -4.879, -0.516], [-1.102, -5.913, 0.490], [0.888, -2.736, -0.134], [0.935, -4.514, -0.303], [-0.194, -3.546, -1.290], [0.661, -5.771, 1.852], [1.726, -5.878, 4.112], [1.241, -4.091, 5.784], [-1.105, -1.279, 5.083], [1.314, -0.565, 5.009], [0.516, -0.198, 6.548], [1.630, -1.587, 6.425], [-1.667, -3.347, 6.433], [-0.123, -3.157, 7.291], [-1.369, -1.899, 7.408], [0.574, 1.983, 3.219], [2.936, 2.737, 2.931], [4.032, -1.295, 1.869], [1.633, -1.976, 1.936], [-0.737, 2.364, 1.649], [-2.439, 2.592, 2.442], [-1.695, 9.874, -0.447], [-0.339, 9.419, -0.173], [0.600, 10.532, -0.179], [-0.129, 8.249, 0.593], [0.113, 7.002, -0.048], [0.201, 5.836, 0.697], [0.005, 5.822, 2.106], [0.168, 4.618, 2.886], [0.616, 4.728, 4.206], [1.235, 3.809, 5.048], [1.555, 4.046, 6.415], [2.362, 3.102, 7.115], [2.613, 3.213, 8.466], [2.052, 4.287, 9.214], [2.138, 4.298, 10.614], [3.250, 4.913, 11.315], [0.944, 4.208, 11.435], [1.362, 5.304, 8.507], [1.139, 5.200, 7.145], [-0.231, 7.084, 2.722], [-0.259, 8.265, 1.996], [-2.375, 9.028, -0.572], [-2.075, 10.526, 0.354], [-1.665, 10.458, -1.370], [1.629, 10.159, -0.151], [0.428, 11.083, -1.111], [0.431, 11.219, 0.666], [0.276, 6.989, -1.127], [0.458, 4.894, 0.205], [0.216, 3.684, 2.346], [0.538, 5.727, 4.649], [1.586, 2.864, 4.650], [2.762, 2.249, 6.558], [3.188, 2.454, 9.002], [4.160, 4.879, 10.706], [3.021, 5.962, 11.575], [3.410, 4.363, 12.253], [0.187, 3.592, 10.935], [1.213, 3.743, 12.392], [0.522, 5.203, 11.648], [0.998, 6.170, 9.068], [0.602, 5.993, 6.626], [-0.372, 7.147, 3.799], [-0.373, 9.221, 2.517]],
  "mulliken_charge": [-1.4831, 1.3759, -1.4806, 0.4568, -0.3717, -1.4853, -0.6392, 0.8592, 1.6245, -1.8791, -1.1644, -0.9262, 1.8645, -1.0371, 1.9598, -1.4678, 0.8243, 1.8262, -1.6471, -1.3403, -0.2580, -1.5980, -0.3425, 0.4187, 1.6119, -1.2407, -1.7843, -1.5999, 0.5914, -0.1290, -0.2953, 0.1169, 0.9094, -0.2789, -0.2646, -0.2557, -1.7639, 0.3025, 1.3562, -2.4865, 0.3491, 0.4304, 0.3288, -0.5295, 0.3188, 0.3716, 0.3979, 0.3582, 0.3593, 0.3284, -0.4306, 0.4072, 0.4287, 0.3921, 0.0984, 0.2980, 0.3867, -0.9722, 0.3447, 0.4242, 0.3670, 0.2844, 0.3068, 0.4358, 0.3965, 0.3776, 0.3804, -0.5494, 0.0254, 0.4891, 0.3542, 0.3983, 0.3569, 0.4441, 0.5702, 0.5520, 0.5597, 0.4401, 0.9648, 0.4182, -0.9641, 0.1473, -0.9236, -0.0813, -0.5093, -0.4581, 0.1874, 0.5532, 0.0402, 0.6299, 0.0750, -0.4143, -0.4624, -0.0780, 0.1662, -0.9201, -0.9995, -0.4005, -0.9422, -0.7997, -0.4324, 0.3030, 0.3379, 0.3349, 0.2946, 0.3245, 0.3216, 0.4402, 0.4043, 0.1700, -0.0829, -0.3612, 0.4441, 0.4437, 0.3100, 0.3062, 0.3181, 0.2961, 0.3414, 0.3416, 0.4239, 0.4400, 0.4891, 0.4039],
  "fmax_ev_per_a": 2.68,
  "e_tot_ev": -71576.9368,
  "total_charge": 1,
  "gap_ha": 0.1341,
  "e_lumo_ev": -4.961,
  "multiplicity": 1
}